Record 1
Here is 11 unconnected molecules or ions with the total composition C24H73ClO10P in a non-equilibrium geometry from the Open Molecules 2025 dataset. Energies are from ωB97M-V/def2-TZVPD.

Its total energy is -2512.02449 Eh. Its net charge is -1. For the lowest unoccupied orbital energy, the calculation gives 1.904 eV. The calculation puts the HOMO-LUMO gap at 5.95 eV. The HOMO energy comes out at -4.0433 eV. As for the spin multiplicity: 1.

Each line ends with the Löwdin charge.
Geometry (Å):
C: -0.501 0.848 -1.148  -0.09
C: 0.409 1.978 -1.678  -0.47
C: -0.077 2.494 -3.043  -0.11
C: 0.607 3.085 -0.629  -0.38
P: -0.835 4.265 -0.309  0.26
Cl: -2.685 5.759 0.195  -0.18
H: -1.444 0.798 -1.698  0.06
H: -0.731 0.986 -0.091  0.06
H: -0.034 -0.134 -1.251  0.05
H: 1.386 1.526 -1.866  0.09
H: 0.235 3.522 -3.225  0.06
H: -1.166 2.470 -3.118  0.06
H: 0.329 1.881 -3.854  0.06
H: 1.505 3.668 -0.854  0.06
H: 0.790 2.585 0.329  0.06
H: -0.861 4.026 1.118  -0.08
H: -1.840 3.234 -0.500  -0.05
H: -0.979 4.679 -1.684  -0.06
H: 0.018 5.435 -0.073  -0.07
C: -1.648 -3.840 -1.816  -0.09
C: -0.210 -3.491 -1.473  -0.33
O: -0.190 -2.558 -0.407  -0.10
H: -2.176 -2.915 -2.052  0.08
H: -1.760 -4.527 -2.657  0.07
H: -2.130 -4.269 -0.938  0.06
H: 0.292 -2.995 -2.305  0.11
H: 0.359 -4.396 -1.220  0.10
H: -0.649 -2.945 0.348  0.06
C: -3.085 -1.336 3.054  -0.09
C: -2.808 -1.485 1.572  -0.29
O: -2.800 -2.875 1.187  -0.11
H: -2.349 -1.903 3.629  0.07
H: -3.056 -0.291 3.351  0.06
H: -4.078 -1.726 3.298  0.07
H: -1.818 -1.108 1.317  0.11
H: -3.535 -0.920 0.987  0.09
H: -3.660 -3.248 1.399  0.08
C: -3.551 3.604 3.190  -0.09
C: -3.276 2.690 2.014  -0.33
O: -4.062 1.489 2.060  -0.11
H: -3.353 3.087 4.133  0.07
H: -2.922 4.489 3.130  0.04
H: -4.595 3.929 3.189  0.07
H: -2.234 2.370 2.013  0.10
H: -3.443 3.229 1.082  0.05
H: -4.994 1.731 2.032  0.05
C: 5.653 0.384 -2.915  -0.10
C: 4.301 0.953 -3.300  -0.32
O: 3.791 1.848 -2.327  -0.08
H: 5.593 -0.079 -1.930  0.05
H: 5.982 -0.364 -3.640  0.08
H: 6.418 1.161 -2.859  0.07
H: 3.556 0.159 -3.356  0.10
H: 4.352 1.428 -4.288  0.11
H: 4.393 2.590 -2.225  0.09
C: 7.015 -1.584 0.560  -0.09
C: 8.038 -1.199 -0.490  -0.32
O: 8.138 0.214 -0.616  -0.09
H: 6.043 -1.145 0.326  0.06
H: 6.903 -2.668 0.625  0.07
H: 7.324 -1.225 1.542  0.07
H: 7.742 -1.550 -1.479  0.10
H: 9.010 -1.645 -0.251  0.11
H: 8.372 0.586 0.239  0.08
C: -6.398 -0.529 -0.626  -0.08
C: -7.420 0.227 0.198  -0.31
O: -6.868 1.381 0.823  -0.09
H: -5.548 -0.815 -0.005  0.06
H: -6.844 -1.422 -1.062  0.05
H: -6.011 0.099 -1.434  0.08
H: -7.789 -0.393 1.015  0.11
H: -8.281 0.506 -0.419  0.10
H: -6.527 1.964 0.137  0.09
C: 7.529 -4.878 4.015  -0.09
C: 8.556 -4.426 2.996  -0.32
O: 8.713 -3.012 2.968  -0.09
H: 6.565 -4.411 3.815  0.08
H: 7.405 -5.961 3.988  0.07
H: 7.837 -4.600 5.026  0.07
H: 8.239 -4.696 1.989  0.11
H: 9.519 -4.914 3.182  0.11
H: 9.009 -2.721 3.836  0.08
C: -0.447 7.994 3.106  -0.10
C: 0.308 6.676 3.055  -0.34
O: -0.543 5.557 3.228  -0.12
H: -0.975 8.093 4.056  0.07
H: 0.235 8.841 2.992  0.06
H: -1.180 8.034 2.299  0.06
H: 1.042 6.622 3.863  0.10
H: 0.846 6.597 2.104  0.10
H: -1.147 5.554 2.469  -0.01
C: -8.468 -4.077 -3.504  -0.09
C: -9.441 -3.255 -2.681  -0.32
O: -8.837 -2.096 -2.118  -0.09
H: -7.614 -4.375 -2.897  0.08
H: -8.951 -4.974 -3.895  0.07
H: -8.095 -3.500 -4.353  0.07
H: -9.805 -3.829 -1.830  0.11
H: -10.309 -2.976 -3.289  0.11
H: -8.513 -1.546 -2.838  0.08
C: 3.285 -2.589 -0.306  -0.08
C: 3.723 -2.612 -1.755  -0.31
O: 3.912 -3.938 -2.253  -0.08
H: 4.019 -3.101 0.319  0.07
H: 3.170 -1.564 0.048  0.08
H: 2.324 -3.091 -0.185  0.05
H: 4.688 -2.121 -1.877  0.09
H: 2.998 -2.076 -2.377  0.10
H: 3.072 -4.401 -2.176  0.07

Record 2
Here is a molecular structure, C24H73N12O5P4Ti in a non-equilibrium geometry from the Open Molecules 2025 dataset. Energies are from ωB97M-V/def2-TZVPD.

Its total energy is -4206.33697 Eh. Its net charge is -1. For the lowest unoccupied orbital energy (alpha / beta), the calculation gives 2.429 / 2.370 eV. The calculation puts the HOMO-LUMO gap (alpha / beta) at 1.72 / 7.69 eV. The HOMO energy (alpha / beta) comes out at 0.7041 / -5.3191 eV. As for the spin multiplicity: 5.

Each line ends with the Löwdin spin population.
Geometry (Å):
Ti: 0.495 -0.449 0.727  2.39
O: 1.370 -1.389 2.547  0.03
H: 0.858 -2.201 2.728  0.01
O: -0.818 0.863 -0.624  0.09
P: -1.711 1.452 -1.624  0.02
N: -2.510 2.898 -1.044  0.00
C: -2.747 3.084 0.437  0.02
C: -3.447 3.607 -1.901  0.04
N: -3.038 0.464 -2.130  0.01
C: -3.524 -0.558 -1.230  0.03
C: -4.064 0.715 -3.182  0.14
N: -1.005 1.908 -3.088  0.00
C: -0.548 0.870 -3.937  0.05
C: -0.140 3.118 -3.109  0.02
H: -3.709 2.659 0.723  0.01
H: -2.807 4.125 0.755  0.00
H: -1.941 2.636 1.019  0.01
H: -3.480 4.684 -1.738  0.01
H: -4.448 3.182 -1.825  0.01
H: -3.193 3.485 -2.954  0.01
H: -3.669 -0.180 -0.218  0.00
H: -4.483 -0.922 -1.599  0.02
H: -2.921 -1.466 -1.216  0.01
H: -4.926 1.191 -2.714  0.02
H: -3.829 1.296 -4.074  0.03
H: -4.401 -0.263 -3.525  0.05
H: -0.117 1.329 -4.826  0.02
H: 0.196 0.315 -3.366  0.00
H: -1.357 0.197 -4.221  0.02
H: -0.689 3.926 -2.626  0.00
H: 0.203 3.322 -4.123  0.01
H: 0.754 3.032 -2.492  0.00
O: 3.689 2.161 2.739  0.00
P: 2.698 3.204 2.381  0.00
N: 3.253 4.776 2.678  0.00
C: 4.657 5.010 2.901  0.00
C: 2.373 5.944 2.531  0.00
N: 1.281 3.056 3.394  0.01
C: 0.341 1.959 3.157  0.06
C: 1.264 3.487 4.872  0.00
N: 2.129 3.073 0.731  0.02
C: 3.005 2.587 -0.319  0.01
C: 1.049 4.000 0.306  0.01
H: 5.095 4.142 3.393  0.00
H: 4.730 5.835 3.611  0.00
H: 5.092 5.330 1.955  0.00
H: 2.692 6.751 3.190  0.00
H: 1.379 5.924 2.977  0.00
H: 2.463 6.253 1.490  0.00
H: 0.762 1.045 3.576  0.01
H: -0.658 2.092 3.572  0.00
H: 0.262 1.856 2.075  0.05
H: 0.255 3.527 5.283  0.00
H: 1.911 2.890 5.515  0.00
H: 1.720 4.477 4.903  0.00
H: 3.539 1.721 0.071  0.00
H: 2.565 2.409 -1.300  0.00
H: 3.869 3.212 -0.546  0.00
H: 0.297 4.135 1.083  0.00
H: 0.594 3.614 -0.606  0.00
H: 1.315 5.048 0.167  0.00
O: 2.120 -0.677 -1.070  0.06
P: 2.390 -1.597 -2.220  0.01
N: 1.039 -2.017 -3.212  0.00
C: 1.066 -2.283 -4.732  0.08
C: -0.192 -2.374 -2.515  0.04
N: 3.137 -3.067 -1.832  0.00
C: 3.642 -3.362 -0.529  0.01
C: 3.518 -4.107 -2.897  0.02
N: 3.584 -0.958 -3.263  0.00
C: 5.052 -0.924 -2.861  0.01
C: 3.266 0.122 -4.138  0.02
H: 0.720 -3.264 -5.058  0.02
H: 2.091 -2.444 -5.066  0.01
H: 0.591 -1.410 -5.181  0.02
H: -0.879 -2.974 -3.113  0.03
H: -0.754 -1.470 -2.278  0.01
H: 0.117 -2.864 -1.592  0.01
H: 3.827 -4.436 -0.491  0.00
H: 4.611 -2.900 -0.344  0.00
H: 2.902 -3.154 0.244  0.01
H: 2.772 -4.108 -3.692  0.01
H: 4.535 -4.037 -3.284  0.00
H: 3.391 -5.129 -2.540  0.01
H: 5.791 -0.343 -3.413  0.00
H: 4.895 -0.331 -1.960  0.00
H: 5.434 -1.913 -2.608  0.00
H: 2.235 0.039 -4.480  0.00
H: 3.923 -0.094 -4.981  0.01
H: 3.516 1.111 -3.755  0.00
O: -1.426 -2.025 0.831  0.06
P: -2.234 -2.841 1.785  0.01
N: -1.510 -4.348 2.248  0.00
C: -0.056 -4.387 2.547  0.01
C: -2.372 -5.413 2.761  0.01
N: -3.837 -3.165 1.226  0.00
C: -4.006 -4.230 0.162  0.06
C: -5.004 -2.280 1.533  0.03
N: -2.452 -2.072 3.313  0.00
C: -1.530 -1.061 3.802  0.02
C: -3.255 -2.727 4.359  0.01
H: 0.180 -4.001 3.539  0.00
H: 0.479 -3.700 1.892  0.01
H: 0.213 -5.432 2.390  0.00
H: -3.443 -5.237 2.657  0.00
H: -2.056 -5.566 3.793  0.00
H: -2.173 -6.237 2.077  0.00
H: -4.901 -4.832 0.319  0.01
H: -4.080 -3.693 -0.783  0.02
H: -3.135 -4.875 0.282  0.01
H: -4.915 -1.894 2.549  0.00
H: -4.940 -1.376 0.927  0.01
H: -5.975 -2.775 1.517  0.01
H: -1.724 -0.728 4.822  0.00
H: -0.551 -1.532 3.890  0.00
H: -1.341 -0.251 3.097  0.02
H: -2.741 -3.658 4.600  0.00
H: -4.286 -2.961 4.092  0.00
H: -3.248 -2.186 5.305  0.00

> Look up the net charge of the first one.

-1

> Number 1 is which compound?

C24H73ClO10P

> Look up the net charge of the first one.

-1